No. 1
{"formula": "C4H5BiO2", "method": "the ωB97M-V functional and the def2-TZVPD basis", "elements": ["H", "O", "C", "C", "C", "C", "O", "Bi", "H", "H", "H", "H"], "positions_angstrom": [[0.598, 0.815, -1.367], [-2.410, -0.152, 0.853], [-1.196, 0.323, 0.449], [-0.559, -0.239, -0.647], [0.565, -0.634, 0.283], [1.743, 0.116, 0.152], [1.768, 0.929, -0.921], [3.810, -0.284, 0.079], [-3.033, 0.572, 0.963], [-0.906, 1.304, 0.836], [-1.073, -1.052, -1.166], [0.692, -1.698, 0.488]], "mulliken_charge": [0.511, -0.356, 0.099, -0.471, -0.312, 0.213, -0.483, 1.276, 0.410, 0.403, 0.316, 0.395], "max_force_ha_per_bohr": 0.0815, "energy_ev": -14137.998, "total_charge": 2, "gap_ev": [6.5, 7.0], "e_homo_ev": [-18.238, -18.528]}



No. 2
{"formula": "C4H5BiO4", "method": "the ωB97M-V functional and the def2-TZVPD basis", "elements": ["C", "O", "H", "H", "C", "C", "H", "H", "H", "O", "C", "O", "O", "Bi"], "positions_angstrom": [[2.686, 0.233, 0.894], [3.974, 0.591, 0.829], [2.396, -0.502, 1.648], [4.536, -0.036, 1.297], [1.774, 0.817, 0.031], [0.451, 0.418, 0.001], [2.145, 1.482, -0.753], [0.480, 1.959, 2.422], [0.046, -0.494, -0.437], [-0.534, 1.327, 0.420], [-1.070, 1.231, 1.604], [-0.446, 1.681, 2.642], [-2.161, 0.661, 1.706], [-3.536, 0.031, 2.938]], "mulliken_charge": [0.169, -0.279, 0.360, 0.426, -0.233, -0.158, 0.409, 0.417, 0.416, -0.164, 0.948, -0.313, -0.378, 1.381], "max_force_ha_per_bohr": 0.0900, "energy_ev": -18220.073, "total_charge": 3, "gap_ev": [6.3, 7.2], "e_homo_ev": [-21.700, -22.365], "spin_multiplicity": 2}



No. 3
{"formula": "C4H5Br2N", "method": "the ωB97M-V functional and the def2-TZVPD basis", "elements": ["C", "C", "N", "C", "Br", "C", "Br", "H", "H", "H", "H", "H"], "positions_angstrom": [[-1.178, -0.498, -0.158], [0.215, -0.280, 0.359], [1.033, -0.958, 1.050], [2.351, 0.087, 0.608], [3.801, -0.883, -0.136], [1.231, 0.669, -0.289], [1.083, 2.579, 0.078], [-1.564, 0.517, -0.259], [-1.675, -0.985, 0.657], [-0.976, -1.007, -0.993], [2.522, 0.623, 1.547], [1.479, 0.608, -1.291]], "mulliken_charge": [-1.104, 0.517, -0.632, -0.258, -0.120, -0.069, -0.155, 0.290, 0.342, 0.367, 0.397, 0.425], "max_force_ha_per_bohr": 0.1105, "relative_energy_kj_mol": 131.0, "energy_ev": -145801.757, "gap_ev": 10.1, "e_homo_ev": -9.393, "smiles": "CC1=N[C@@H](Br)[C@@H]1Br"}



No. 4
{"formula": "C4H5BrFIO2", "method": "the ωB97M-V functional and the def2-TZVPD basis", "elements": ["C", "C", "C", "C", "O", "O", "F", "Br", "I", "H", "H", "H", "H", "H"], "positions_angstrom": [[1.358, -0.230, 0.323], [1.184, -2.802, -1.408], [0.293, -1.647, -1.766], [3.553, 1.637, 0.099], [1.414, -0.498, 1.440], [1.189, -0.186, -0.860], [4.380, 0.643, 0.322], [3.982, 2.243, -1.705], [3.524, 3.009, 1.723], [1.207, -2.785, -0.328], [0.711, -3.623, -1.771], [2.198, -2.726, -1.742], [-0.798, -1.649, -1.430], [0.485, -1.159, -2.670]], "mulliken_charge": [0.742, -0.866, -0.519, -0.006, -0.368, -0.360, -0.122, -0.099, 0.127, 0.242, 0.374, 0.285, 0.291, 0.279], "max_force_ha_per_bohr": 0.0657, "relative_energy_kj_mol": 420.8, "energy_ev": -89179.695, "gap_ev": [8.7, 5.0], "e_homo_ev": [-8.888, -6.598]}



No. 5
{"formula": "C4H5BrNO2", "method": "the ωB97M-V functional and the def2-TZVPD basis", "elements": ["C", "C", "C", "C", "N", "O", "O", "Br", "H", "H", "H", "H", "H"], "positions_angstrom": [[-2.027, -0.906, -0.400], [-2.563, 0.276, -0.126], [2.643, -1.573, -0.053], [0.912, 2.216, 0.678], [-0.137, 2.568, 0.979], [3.419, -2.134, 0.641], [1.531, -1.548, -0.475], [3.577, 0.343, -0.757], [-2.550, -1.667, -0.728], [-0.931, -1.070, -0.228], [-3.658, 0.572, -0.343], [1.890, 1.905, 0.402], [-2.105, 1.020, 0.410]], "mulliken_charge": [-0.381, -0.454, 0.685, 0.339, -0.450, -0.516, -0.519, -0.612, 0.330, 0.114, 0.164, 0.038, 0.262], "max_force_ha_per_bohr": 0.1097, "relative_energy_kj_mol": 57.6, "energy_ev": -79857.842, "total_charge": -1, "gap_ev": 8.9, "e_homo_ev": -5.263}



No. 6
{"formula": "C4H5BrO2", "method": "the ωB97M-V functional and the def2-TZVPD basis", "elements": ["C", "C", "C", "C", "O", "O", "Br", "H", "H", "H", "H", "H"], "positions_angstrom": [[2.701, 1.826, -1.500], [2.346, 0.415, -1.155], [0.208, 0.224, -0.257], [-0.267, -1.045, 0.249], [3.754, 1.938, -2.019], [-0.682, 1.004, -0.699], [3.318, -0.537, 0.135], [1.972, 2.735, -1.427], [0.271, -1.874, -0.275], [-1.377, -1.180, 0.121], [-0.005, -1.424, 1.284], [-1.493, 0.501, -0.749]], "mulliken_charge": [0.153, -0.152, 0.364, -1.080, -0.432, -0.244, -0.073, 0.267, 0.302, 0.354, 0.294, 0.248], "max_force_ha_per_bohr": 0.0755, "relative_energy_kj_mol": 558.0, "energy_ev": -78359.959, "gap_ev": 7.4, "e_homo_ev": -7.814}



No. 7
{"formula": "C4H5BrO2", "method": "the ωB97M-V functional and the def2-TZVPD basis", "elements": ["C", "C", "C", "C", "O", "O", "Br", "H", "H", "H", "H", "H"], "positions_angstrom": [[1.889, -1.604, 0.038], [1.446, -0.305, 0.076], [-0.682, 0.064, -0.090], [-1.238, 1.413, 0.006], [3.089, -1.852, 0.146], [-1.382, -1.010, -0.130], [2.318, 1.300, -0.043], [1.110, -2.380, 0.003], [-1.893, 1.606, -0.850], [-0.451, 2.162, 0.030], [-1.849, 1.503, 0.911], [-2.356, -0.896, -0.096]], "mulliken_charge": [0.112, -0.022, 0.426, -1.058, -0.600, -0.348, -0.128, 0.292, 0.359, 0.273, 0.337, 0.357], "max_force_ha_per_bohr": 0.1028, "relative_energy_kj_mol": 483.1, "energy_ev": -78360.735, "gap_ev": [6.5, 6.5], "e_homo_ev": [-7.300, -7.304]}



No. 8
{"formula": "C4H5BrO2S", "method": "the ωB97M-V functional and the def2-TZVPD basis", "elements": ["C", "C", "C", "C", "O", "O", "S", "Br", "H", "H", "H", "H", "H"], "positions_angstrom": [[1.940, 0.320, 0.785], [1.003, 1.040, 1.054], [3.228, -1.369, -0.422], [2.939, -0.730, 0.659], [-1.390, -0.831, -0.172], [-0.263, -2.257, 1.395], [-0.140, -1.470, 0.225], [-4.169, -0.150, 1.002], [-2.727, -0.454, 0.735], [0.403, 1.771, 1.456], [2.814, -0.938, -1.374], [3.984, -2.053, -0.599], [3.365, -1.055, 1.735]], "mulliken_charge": [0.008, -0.138, -0.486, -0.476, -0.516, -0.382, 0.796, -0.361, 0.335, 0.422, 0.232, 0.347, 0.219], "max_force_ha_per_bohr": 0.1006, "relative_energy_kj_mol": 266.5, "energy_ev": -89197.999, "gap_ev": 8.9, "e_homo_ev": -10.014}



No. 9
{"formula": "C4H5CaLiO2", "method": "the ωB97M-V functional and the def2-TZVPD basis", "elements": ["H", "C", "C", "C", "C", "O", "Ca", "H", "H", "H", "H", "O", "Li"], "positions_angstrom": [[3.436, 0.378, 0.487], [0.044, -0.261, 1.535], [0.524, 0.481, 0.433], [-0.153, 0.614, -0.798], [-1.075, -0.291, -1.324], [-1.685, -0.092, -2.429], [-3.124, -0.940, -3.769], [-0.971, -0.695, 1.485], [1.287, 1.226, 0.677], [-0.039, 1.554, -1.344], [-1.352, -1.183, -0.740], [0.731, -0.521, 2.556], [2.375, -0.270, 3.232]], "mulliken_charge": [-0.037, -0.064, -0.485, -0.220, -0.058, -0.818, 1.571, 0.297, 0.309, 0.238, 0.236, -0.817, 0.848], "max_force_ha_per_bohr": 0.1259, "relative_energy_kj_mol": 159.7, "energy_ev": -26957.149, "total_charge": 1, "gap_ev": [2.2, 2.1], "e_homo_ev": [-7.917, -7.832], "spin_multiplicity": 2}



No. 10
{"formula": "C4H5CaO3", "method": "the ωB97M-V functional and the def2-TZVPD basis", "elements": ["O", "C", "C", "H", "H", "C", "O", "Ca", "O", "C", "H", "H", "H"], "positions_angstrom": [[-0.671, 1.386, -0.153], [-1.493, 1.107, -1.100], [-2.785, 0.738, -1.149], [-3.244, 0.770, -2.143], [-3.345, 0.733, -0.206], [0.306, -0.277, 0.234], [0.778, -0.984, -0.688], [-1.165, -1.473, -1.465], [0.998, -0.107, 1.332], [2.399, -0.419, 1.328], [2.530, -1.499, 1.196], [2.915, 0.107, 0.517], [2.777, -0.084, 2.297]], "mulliken_charge": [-0.375, 0.174, -0.890, 0.411, 0.299, 0.581, -0.734, 1.571, -0.239, -0.622, 0.294, 0.309, 0.222], "max_force_ha_per_bohr": 0.0534, "relative_energy_kj_mol": 216.4, "energy_ev": -28799.569, "total_charge": 1, "gap_ev": [6.3, 7.2], "e_homo_ev": [-11.827, -12.452]}



No. 11
{"formula": "C4H5CdLiO", "method": "the ωB97M-V functional and the def2-TZVPD basis", "elements": ["C", "C", "C", "H", "H", "H", "H", "O", "C", "Cd", "Li", "H"], "positions_angstrom": [[-1.193, 1.303, -0.589], [-0.924, -0.036, -0.128], [-0.877, -1.229, 0.460], [-0.466, 1.764, -1.248], [-2.080, 1.879, -0.340], [-0.654, -1.699, 1.410], [-1.687, -1.903, 0.205], [2.250, -0.035, -0.068], [1.649, -0.936, -0.540], [1.013, 2.045, 0.425], [1.517, 0.480, 1.738], [1.453, -1.634, -1.325]], "mulliken_charge": [-0.966, 0.470, -0.558, 0.351, 0.340, 0.284, 0.250, -0.497, 0.223, 0.069, 0.641, 0.393], "max_force_ha_per_bohr": 0.1113, "relative_energy_kj_mol": 359.2, "energy_ev": -11032.087, "total_charge": 1, "gap_ev": [7.3, 7.4], "e_homo_ev": [-11.636, -11.621], "spin_multiplicity": 2}



No. 12
{"formula": "C4H5Cl", "method": "the ωB97M-V functional and the def2-TZVPD basis", "elements": ["C", "C", "C", "C", "Cl", "H", "H", "H", "H", "H"], "positions_angstrom": [[1.300, 0.143, -0.554], [0.132, -0.412, -0.985], [-1.128, -0.105, -0.142], [-0.659, 0.213, 1.070], [-1.782, 0.708, 2.319], [2.247, 0.217, -1.147], [1.530, 0.839, 0.343], [0.143, -1.170, -1.902], [-2.200, -0.426, -0.468], [0.417, -0.006, 1.466]], "mulliken_charge": [-0.677, 0.012, -0.278, -0.138, -0.198, 0.228, 0.196, 0.251, 0.307, 0.298], "max_force_ha_per_bohr": 0.0574, "relative_energy_kj_mol": 158.6, "energy_ev": -16748.480, "gap_ev": 9.2, "e_homo_ev": -8.812, "smiles": "C=C/C=C/Cl"}